(1)
Molecular formula: C4H5NO
Method: DFT, ωB97M-V/def2-TZVPD

Geometry (Å):
C -0.74582 -1.08267 0.90628
C 0.29874 -0.04486 0.51980
C 0.09348 0.42872 -0.89605
O -0.60748 -0.11361 -1.71340
C 0.87376 1.63426 -1.27468
N 1.50272 2.56585 -1.54692
H -1.73441 -0.61519 0.94384
H -0.79140 -1.88099 0.16179
H -0.53482 -1.52033 1.88515
H 0.29838 0.81869 1.19728
H 1.32645 -0.43776 0.54765

Cartesian forces, eV/Å:
-0.06 -0.06 0.02
-0.02 -0.01 -0.01
-0.22 -0.26 -0.22
0.29 0.35 0.35
0.61 0.87 -0.31
-0.60 -0.87 0.28
0.11 -0.10 0.01
0.03 0.08 0.14
0.02 0.10 -0.14
-0.01 -0.08 -0.17
-0.15 -0.01 0.05

Summary:
Energy relative to the best compared isomer or geometry (same formula, charge and spin)   68.27 kJ/mol
Structure (SMILES)   CCC(=O)C#N
LUMO level   -0.25 eV
E_HOMO   -11.197 eV
Molecular weight   83.1 g mol⁻¹
Frontier orbital gap   10.95 eV

---

(2)
Molecular formula: C4H5NO
Method: DFT, ωB97M-V/def2-TZVPD

Geometry (Å):
N 3.00546 -0.82101 0.44849
C 2.03052 -0.23365 0.24386
C 0.77365 0.48216 0.01462
C -0.39147 -0.48662 -0.23106
C -1.73365 0.18401 -0.00517
O -1.92372 0.96882 0.89198
H 0.55556 1.09241 0.89617
H 0.90619 1.16052 -0.83535
H -0.33368 -0.93948 -1.22547
H -0.33373 -1.30742 0.49507
H -2.55513 -0.09975 -0.69315

Cartesian forces, eV/Å:
-0.92 0.56 -0.24
0.85 -0.50 0.21
0.01 0.06 0.04
0.03 -0.05 -0.03
0.03 0.21 0.28
0.06 -0.26 -0.45
0.03 -0.07 -0.10
-0.04 -0.09 0.14
-0.05 0.10 0.13
-0.05 0.05 -0.08
0.06 -0.01 0.11

Summary:
Energy relative to the best compared isomer or geometry (same formula, charge and spin)   64.59 kJ/mol
Structure (SMILES)   N#CCCC=O
LUMO level   0.48 eV
E_HOMO   -10.555 eV
Molecular weight   83.1 g mol⁻¹
Frontier orbital gap   11.03 eV

---

Question: What is the frontier orbital gap in the second record?
Answer: 11.03 eV